Computed, not measured: a cluster of 14 separate species, C53H76N11O12 in total, with wB97M-V/def2-TZVPD.

Properties
**Electronic energy**: -97148.292 eV
**⟨S²⟩**: 0.75
**Multiplicity**: 2

Last columns: bonded neighbours and bond lengths (Å).
Geometry (Å):
1 C -1.9686 -0.3630 1.8047  C2 1.515, H11 1.090, H12 1.090, H13 1.090
2 C -1.3474 0.3411 0.6165  C1 1.515, C3 1.533, H14 1.090, H15 1.090
3 C 0.1496 0.0702 0.4255  C2 1.533, N4 1.595, H16 1.090, H17 1.090
4 N 0.6976 0.3958 -1.0363  C3 1.595, C5 1.540, C9 1.528, C10 1.525
5 C 2.2193 0.2842 -0.8312  N4 1.540, C6 1.484, H18 1.090, H19 1.090
6 C 2.9674 0.6817 -2.0496  C5 1.484, C7 1.542, H20 1.090, H21 1.090
7 C 2.6211 2.1752 -2.2147  C6 1.542, C8 1.539, H22 1.090, H23 1.090
8 C 1.1432 2.2652 -2.6349  C7 1.539, C9 1.552, H24 1.090, H25 1.090
9 C 0.2270 1.7799 -1.4806  N4 1.528, C8 1.552, H26 1.090, H27 1.090
10 C 0.1534 -0.6178 -2.0376  N4 1.525, H28 1.090, H29 1.090, H30 1.090
11 H -1.8218 0.0958 2.7825  C1 1.090
12 H -1.5480 -1.3669 1.8631  C1 1.090
13 H -3.0269 -0.3521 1.5439  C1 1.090
14 H -1.5580 1.4087 0.6807  C2 1.090
15 H -1.8497 0.0853 -0.3164  C2 1.090
16 H 0.4818 -0.9557 0.5848  C3 1.090
17 H 0.6368 0.7977 1.0746  C3 1.090
18 H 2.5531 1.0193 -0.0988  C5 1.090
19 H 2.4609 -0.6955 -0.4190  C5 1.090
20 H 4.0491 0.5772 -1.9662  C6 1.090
21 H 2.7825 0.0457 -2.9153  C6 1.090
22 H 2.6411 2.6813 -1.2495  C7 1.090
23 H 3.2473 2.5225 -3.0365  C7 1.090
24 H 0.9397 3.2946 -2.9302  C8 1.090
25 H 0.7153 1.6638 -3.4370  C8 1.090
26 H 0.2020 2.3753 -0.5680  C9 1.090
27 H -0.7963 1.7754 -1.8560  C9 1.090
28 H -0.8244 -0.9560 -1.6945  C10 1.090
29 H 0.7400 -1.5346 -2.0958  C10 1.090
30 H 0.1394 -0.2361 -3.0585  C10 1.090
31 C 0.4574 2.5768 3.8399  O32 1.238, N33 1.351, N34 1.293
32 O 0.1976 2.7514 2.6422  C31 1.238
33 N 1.1371 1.4947 4.2772  C31 1.351, H35 1.010, H36 1.010
34 N 0.0186 3.3256 4.7986  C31 1.293, H37 1.010, H38 1.010
35 H 1.5552 0.8328 3.6391  N33 1.010
36 H 1.3315 1.2998 5.2490  N33 1.010
37 H 0.3502 3.2459 5.7492  N34 1.010
38 H -0.6208 4.0713 4.5637  N34 1.010
39 C -2.8150 -1.2352 -4.5386  O40 1.238, N41 1.335, N42 1.277
40 O -3.5893 -2.1724 -4.7709  C39 1.238
41 N -3.1186 -0.4145 -3.5300  C39 1.335, H43 1.010, H44 1.010
42 N -1.8325 -0.8521 -5.2585  C39 1.277, H45 1.010, H46 1.010
43 H -2.4394 0.2675 -3.2239  N41 1.010
44 H -4.0079 -0.5194 -3.0628  N41 1.010
45 H -1.8565 -1.1767 -6.2147  N42 1.010
46 H -1.2964 0.0004 -5.1821  N42 1.010
47 C -1.4675 5.8925 -2.0067  C48 1.398, C52 1.402, H55 1.080
48 C -0.3105 5.6866 -1.2496  C47 1.398, C49 1.445, H56 1.080
49 C -0.4030 4.9705 0.0024  C48 1.445, C50 1.376, O54 1.380
50 C -1.6466 4.5641 0.4283  C49 1.376, C51 1.397, H57 1.080
51 C -2.7983 4.9739 -0.2485  C50 1.397, C52 1.353, H58 1.080
52 C -2.7161 5.6497 -1.4183  C47 1.402, C51 1.353, O53 1.410
53 O -3.9404 5.9481 -2.0519  C52 1.410, H59 0.960
54 O 0.7115 4.5034 0.6680  C49 1.380, H60 0.960
55 H -1.5725 6.4334 -2.9355  C47 1.080
56 H 0.6784 5.9687 -1.5799  C48 1.080
57 H -1.8063 3.9347 1.2913  C50 1.080
58 H -3.7937 4.6659 0.0355  C51 1.080
59 H -3.7574 6.5801 -2.7510  O53 0.960
60 H 0.4159 3.8883 1.3432  O54 0.960
61 C -4.8106 -3.1681 2.6168  C62 1.382, C66 1.371, H69 1.080
62 C -5.4894 -3.8923 1.6559  C61 1.382, C63 1.336, H70 1.080
63 C -5.7417 -5.1726 1.9405  C62 1.336, C64 1.406, O68 1.350
64 C -5.4245 -5.7632 3.1761  C63 1.406, C65 1.387, H71 1.080
65 C -4.7686 -5.0010 4.1311  C64 1.387, C66 1.361, H72 1.080
66 C -4.4526 -3.7134 3.8227  C61 1.371, C65 1.361, O67 1.364
67 O -3.9455 -2.9302 4.8171  C66 1.364, H73 0.960
68 O -6.2419 -6.0524 1.0464  C63 1.350, H74 0.960
69 H -4.6666 -2.1035 2.5061  C61 1.080
70 H -5.6433 -3.4562 0.6800  C62 1.080
71 H -5.8019 -6.7525 3.3890  C64 1.080
72 H -4.4211 -5.3623 5.0876  C65 1.080
73 H -3.5928 -2.1469 4.3886  O67 0.960
74 H -6.2839 -5.7141 0.1489  O68 0.960
75 C 6.0051 -4.2758 -4.8491  C76 1.414, C80 1.415, H83 1.080
76 C 4.8124 -3.5652 -4.5832  C75 1.414, C77 1.420, H84 1.080
77 C 4.0174 -3.9941 -3.4877  C76 1.420, C78 1.375, O82 1.371
78 C 4.4438 -5.0107 -2.6666  C77 1.375, C79 1.372, H85 1.080
79 C 5.4802 -5.8154 -3.0680  C78 1.372, C80 1.351, H86 1.080
80 C 6.2473 -5.4667 -4.1241  C75 1.415, C79 1.351, O81 1.365
81 O 7.2055 -6.3642 -4.4973  C80 1.365, H87 0.960
82 O 2.8756 -3.2907 -3.2048  C77 1.371, H88 0.960
83 H 6.6815 -4.0704 -5.6656  C75 1.080
84 H 4.4452 -2.7392 -5.1740  C76 1.080
85 H 3.7869 -5.3572 -1.8824  C78 1.080
86 H 5.6560 -6.7395 -2.5373  C79 1.080
87 H 8.0489 -5.9142 -4.4093  O81 0.960
88 H 2.7326 -2.6215 -3.8781  O82 0.960
89 C -1.6788 -4.4006 0.6653  C90 1.440, C94 1.423, H97 1.080
90 C -2.3001 -4.8572 -0.5510  C89 1.440, C91 1.402, H98 1.080
91 C -1.5608 -4.6085 -1.7166  C90 1.402, C92 1.383, O96 1.353
92 C -0.2345 -4.2169 -1.7463  C91 1.383, C93 1.406, H99 1.080
93 C 0.3897 -3.9538 -0.5137  C92 1.406, C94 1.381, H100 1.080
94 C -0.3161 -3.9924 0.6730  C89 1.423, C93 1.381, O95 1.368
95 O 0.3323 -3.5481 1.7925  C94 1.368, H101 0.960
96 O -2.1687 -4.7695 -2.9141  C91 1.353, H102 0.960
97 H -2.2926 -4.1922 1.5292  C89 1.080
98 H -3.3611 -5.0503 -0.6084  C90 1.080
99 H 0.3238 -4.2234 -2.6708  C92 1.080
100 H 1.4639 -3.8866 -0.4253  C93 1.080
101 H 0.0257 -3.9712 2.5978  O95 0.960
102 H -3.0844 -5.0555 -2.9500  O96 0.960
103 C -0.7619 0.3695 6.1923  C104 1.401, C108 1.372, H111 1.080
104 C -1.6001 -0.2679 5.2677  C103 1.401, C105 1.387, H112 1.080
105 C -2.8769 0.2460 5.0959  C104 1.387, C106 1.412, O110 1.356
106 C -3.3302 1.2892 5.9324  C105 1.412, C107 1.374, H113 1.080
107 C -2.4874 1.8664 6.8513  C106 1.374, C108 1.375, H114 1.080
108 C -1.1988 1.4049 6.9803  C103 1.372, C107 1.375, O109 1.325
109 O -0.3484 1.9989 7.8048  C108 1.325, H115 0.960
110 O -3.8078 -0.3776 4.3313  C105 1.356, H116 0.960
111 H 0.1754 -0.1467 6.3379  C103 1.080
112 H -1.1401 -0.9632 4.5812  C104 1.080
113 H -4.3837 1.5095 6.0224  C106 1.080
114 H -2.9418 2.6326 7.4619  C107 1.080
115 H 0.5401 1.6501 7.7028  O109 0.960
116 H -4.6876 0.0063 4.3173  O110 0.960
117 C -5.0444 2.6074 1.9461  C118 1.456, H120 1.090, H121 1.090, H122 1.090
118 C -4.2317 3.5453 2.7083  C117 1.456, N119 1.147
119 N -3.6287 4.3551 3.2521  C118 1.147
120 H -6.0983 2.6645 2.2183  C117 1.090
121 H -4.8140 1.5428 1.9870  C117 1.090
122 H -4.9301 2.7253 0.8685  C117 1.090
123 C 8.3994 1.9506 0.5315  C124 1.476, H126 1.090, H127 1.090, H128 1.090
124 C 7.0107 1.4638 0.4143  C123 1.476, N125 1.159
125 N 5.9286 1.0829 0.2486  C124 1.159
126 H 8.7585 2.3949 -0.3968  C123 1.090
127 H 9.0236 1.1760 0.9769  C123 1.090
128 H 8.3633 2.6347 1.3793  C123 1.090
129 C 2.2852 2.6620 -6.3915  C130 1.472, H132 1.090, H133 1.090, H134 1.090
130 C 2.0104 3.8843 -5.6195  C129 1.472, N131 1.171
131 N 1.7753 4.8576 -5.0125  C130 1.171
132 H 2.6434 1.9097 -5.6888  C129 1.090
133 H 2.9947 2.8391 -7.1998  C129 1.090
134 H 1.3716 2.3956 -6.9230  C129 1.090
135 C 3.6577 2.8966 2.4467  C136 1.487, H138 1.090, H139 1.090, H140 1.090
136 C 4.5621 2.4535 3.5404  C135 1.487, N137 1.170
137 N 5.2282 2.1058 4.4368  C136 1.170
138 H 3.8485 3.9414 2.2015  C135 1.090
139 H 2.6323 2.6771 2.7443  C135 1.090
140 H 3.8553 2.3251 1.5399  C135 1.090
141 C 5.0815 -1.1851 2.3591  C142 1.492, H144 1.090, H145 1.090, H146 1.090
142 C 3.6149 -0.9233 2.4474  C141 1.492, N143 1.138
143 N 2.4987 -0.7084 2.5078  C142 1.138
144 H 5.3249 -1.5395 1.3575  C141 1.090
145 H 5.2925 -1.8796 3.1723  C141 1.090
146 H 5.5306 -0.2225 2.6039  C141 1.090
147 C -3.4801 2.2410 -6.4009  C148 1.501, H150 1.090, H151 1.090, H152 1.090
148 C -2.5363 2.1349 -5.2382  C147 1.501, N149 1.139
149 N -1.8042 2.0100 -4.3745  C148 1.139
150 H -3.2343 1.3292 -6.9453  C147 1.090
151 H -3.3309 3.1084 -7.0439  C147 1.090
152 H -4.4935 2.0916 -6.0285  C147 1.090

Results of the Löwdin charge analysis, in e, for atoms 1 through 4: number 1, C, carries -0.06; number 2, C, carries -0.22; number 3, C, carries -0.09; number 4, N, carries -0.18